This record from OMol25 describes a cluster of 2 separate species, Cl2H4OSi2 in total. The level of theory is ωB97M-V with the def2-TZVPD basis set.

Output
Frontier orbital gap: 9.63 eV

```
! RIJCOSX wB97M-V def2-TZVPD def2/J DEFGRID3
* xyz 0 1
O -2.78972 0.93748 1.14691
Si 2.66000 -0.33113 -0.51796
Si -3.24197 0.71281 -0.37676
Cl 3.42239 1.47537 -0.07384
Cl -4.48321 -0.95945 -0.24546
H -3.03595 0.39095 1.89720
H 1.41637 -0.13423 -1.25249
H 3.63646 -1.06407 -1.31709
H 2.41562 -1.02773 0.73948
*
```

This record from OMol25 describes a cluster of 2 separate species, Cl2H4Si2 in total. The level of theory is ωB97M-V with the def2-TZVPD basis set.

Output
Frontier orbital gap: 7.91 eV

```
! RIJCOSX wB97M-V def2-TZVPD def2/J DEFGRID3
* xyz 0 1
Si -1.56508 -0.00001 -0.55305
Si 1.87169 -0.32287 0.52486
Cl 2.47223 1.15232 1.76249
Cl -2.05690 -0.35698 1.40421
H -0.57489 -0.87291 -1.01645
H -2.68852 0.00747 -1.38528
H -0.78267 1.20458 -0.78823
H 3.32415 -0.81161 0.05146
*
```

This record from OMol25 describes an isolated molecule of Cl2HN3. The level of theory is ωB97M-V with the def2-TZVPD basis set.

Output
Frontier orbital gap: 9.41 eV
SMILES: Cl/N=N/NCl

```
! RIJCOSX wB97M-V def2-TZVPD def2/J DEFGRID3
* xyz 0 1
Cl 1.42667 1.98557 1.10223
N 0.20616 1.09770 0.40184
N 0.54585 -0.14538 0.15902
N -0.34515 -0.65565 -0.55510
Cl -0.70480 -2.25576 -0.35891
H -1.12873 -0.02649 -0.74908
*
```

This record from OMol25 describes a cluster of 2 separate species, Cl2HPS2 in total. The level of theory is ωB97M-V with the def2-TZVPD basis set.

Output
Frontier orbital gap: 7.14 eV

```
! RIJCOSX wB97M-V def2-TZVPD def2/J DEFGRID3
* xyz 0 1
P -0.08716 -0.43306 0.43044
S 1.17485 -1.75812 0.99702
S -0.53065 -0.31415 -1.67009
Cl 0.78679 2.30252 0.83645
Cl -1.76770 -0.41269 1.35355
H 0.42387 0.61551 -1.94737
*
```

Largest force on an atom, record by record: 1.13; 1.83; 6.05; 3.09 eV/Å